[1]
Density functional theory data (the ωB97M-V functional and the def2-TZVPD basis) for a gas-phase ion, C5H7N3O3 (charge +2) at a distorted geometry.

Positions of all 18 atoms, in Å:
C  0.8171  1.3888  0.0519
C  1.2702  -1.1361  0.1423
C  4.0866  0.0441  -0.0611
C  -0.6092  1.0596  0.2980
C  -0.9613  -0.2355  -0.4345
N  3.0717  0.6839  0.0831
N  0.0189  -1.3187  -0.0595
N  1.7099  0.4350  0.0953
O  1.1968  2.5962  -0.1452
O  5.1059  -0.3808  -0.0326
O  2.2603  -1.8453  0.3170
H  2.2458  2.6611  -0.0242
H  -0.8984  0.8746  1.2792
H  -1.2644  1.9683  0.0491
H  -1.9318  -0.6357  -0.1898
H  -0.8554  -0.1083  -1.5992
H  -0.5928  -2.1664  0.0790
H  2.2032  -2.8250  0.6016

Calculated values
SMILES string: O=C=N[N+]1=C(O)CC[NH+]=C1O
Energy above the lowest of the compared OMol25 structures with the same formula, charge and spin (kJ/mol): 6.3
Net charge: +2
HOMO-LUMO gap (eV): 9.79
E_HOMO (eV): -19.0
Strongest force on any atom (eV/Å): 5.7


[2]
Density functional theory data (the ωB97M-V functional and the def2-TZVPD basis) for a single C5H7N3OS molecule at a distorted geometry.

Positions of all 17 atoms, in Å:
C  3.0685  1.4184  0.1686
C  1.1747  0.4308  0.0082
C  -2.1277  -0.6364  0.4448
C  -0.8110  -1.1184  -0.0030
C  -2.6202  0.4148  -0.4874
N  3.3806  0.2221  -0.1403
N  2.1991  -0.4732  -0.0636
N  -0.0665  0.2326  0.0286
O  1.7031  1.6169  0.0489
S  -3.7365  1.5294  -0.1131
H  3.7572  2.2337  0.1679
H  -2.8895  -1.4864  0.5668
H  -2.0563  -0.2070  1.3443
H  -0.3606  -1.7374  0.7320
H  -0.6968  -1.3918  -1.0491
H  -2.0345  0.4309  -1.3539
H  2.1165  -1.4790  -0.2996

Calculated values
SMILES string: S=CCC/N=c1\[nH]nco1
Energy above the lowest of the compared OMol25 structures with the same formula, charge and spin (kJ/mol): 313.6
Net charge: 0
HOMO-LUMO gap (eV): 8.57
E_HOMO (eV): -8.3
Strongest force on any atom (eV/Å): 5.1


[3]
Density functional theory data (the ωB97M-V functional and the def2-TZVPD basis) for a gas-phase ion, C5H7N4 (charge -1) at a distorted geometry.

Positions of all 16 atoms, in Å:
C  1.4368  0.2134  0.0303
C  -0.6868  1.9739  -0.4551
C  -0.2474  0.8138  0.0201
C  -1.4291  -1.4807  -0.3023
C  -1.1403  -0.2367  0.5936
N  1.8231  -1.0448  0.0245
N  2.4785  1.0601  0.0904
N  3.1529  -1.0163  0.1616
N  3.5636  0.2449  0.1923
H  -1.8138  2.1039  -0.3985
H  0.0049  2.8153  -0.7524
H  -1.7842  -1.0753  -1.3017
H  -0.5187  -2.0341  -0.4018
H  -2.0695  -2.0072  0.2716
H  -0.6662  -0.4970  1.4484
H  -2.1037  0.1667  0.7792

Calculated values
Energy above the lowest of the compared OMol25 structures with the same formula, charge and spin (kJ/mol): 107.2
Net charge: -1
HOMO-LUMO gap (eV): 8.63
E_HOMO (eV): -4.8
Strongest force on any atom (eV/Å): 4.5


[4]
Density functional theory data (the ωB97M-V functional and the def2-TZVPD basis) for a single C5H7NO molecule.

Positions of all 14 atoms, in Å:
C  0.5603  -1.7493  0.0106
N  -0.6277  -1.4376  -0.7950
C  0.1479  -0.3556  -0.2325
C  -0.3333  0.6950  0.7998
C  0.5012  1.6692  -0.0169
C  0.8354  0.7652  -0.9468
O  -1.7215  0.9309  0.8321
H  0.4331  -2.1500  1.0153
H  1.3926  -2.1736  -0.5472
H  -1.4764  -1.5612  -0.2442
H  -0.0321  0.5129  1.8365
H  0.7355  2.7187  0.1315
H  -1.9623  1.2973  -0.0307
H  1.4327  0.7979  -1.8530

Calculated values
SMILES string: O[C@@H]1C=C[C@@]12CN2
Energy above the lowest of the compared OMol25 structures with the same formula, charge and spin (kJ/mol): 287.8
Net charge: 0
HOMO-LUMO gap (eV): 10.38
E_HOMO (eV): -9.4
Strongest force on any atom (eV/Å): 0.3


[5]
Density functional theory data (the ωB97M-V functional and the def2-TZVPD basis) for a single C5H7NO molecule at a distorted geometry.

Positions of all 14 atoms, in Å:
C  -2.2072  0.1677  0.6324
C  0.4695  1.0447  -0.2792
C  1.7362  0.8686  0.1775
C  1.8995  -0.5582  0.2354
C  0.7069  -1.1968  -0.1204
H  -3.3372  -0.1363  0.5130
H  -1.9577  1.3217  0.7490
H  -1.9440  -0.4070  1.5661
H  -0.1674  1.9126  -0.7183
H  2.6710  1.5151  0.5430
H  2.8399  -0.9948  0.6550
H  0.3751  -2.1851  0.2071
N  -0.2138  -0.1860  -0.3978
O  -1.5766  -0.2100  -0.5756

Calculated values
SMILES string: COn1cccc1
Energy above the lowest of the compared OMol25 structures with the same formula, charge and spin (kJ/mol): 378.1
Net charge: 0
HOMO-LUMO gap (eV): 9.46
E_HOMO (eV): -8.5
Strongest force on any atom (eV/Å): 3.9


[6]
Density functional theory data (the ωB97M-V functional and the def2-TZVPD basis) for a single C5H7NO molecule.

Positions of all 14 atoms, in Å:
O  0.7759  -1.5034  -0.1112
C  -0.2353  -1.8161  0.7159
N  -0.7156  -1.0186  1.5652
C  1.2539  -0.1544  -0.0420
C  0.5392  0.7336  -1.0680
C  -0.6203  1.5001  -0.6034
C  -1.5506  2.2052  -0.3121
H  -0.5496  -2.8480  0.5286
H  -1.4670  -1.4657  2.0823
H  2.3169  -0.2136  -0.2886
H  1.1305  0.2087  0.9780
H  1.2637  1.4449  -1.4779
H  0.2356  0.0953  -1.9050
H  -2.3774  2.8320  -0.0619

Calculated values
SMILES string: [H]/N=C/OCCC#C
Energy above the lowest of the compared OMol25 structures with the same formula, charge and spin (kJ/mol): 251.3
Net charge: 0
HOMO-LUMO gap (eV): 10.60
E_HOMO (eV): -9.6
Strongest force on any atom (eV/Å): 0.5


[7]
Density functional theory data (the ωB97M-V functional and the def2-TZVPD basis) for a single C5H7NO molecule.

Positions of all 14 atoms, in Å:
O  -2.1255  -0.3585  -1.5938
C  -1.1616  -0.2299  -0.8676
C  -1.0997  0.7834  0.2667
C  -0.1548  0.4323  1.3819
C  0.9868  -0.1808  1.0665
C  1.2298  -0.5033  -0.3823
N  0.0059  -0.9330  -1.0406
H  -2.1128  1.0518  0.5690
H  -0.6970  1.6979  -0.2193
H  -0.3689  0.7804  2.3904
H  1.7790  -0.3654  1.7870
H  2.0039  -1.2588  -0.5349
H  1.6252  0.4232  -0.8582
H  0.0898  -1.3392  -1.9648

Calculated values
SMILES string: O=C1CC=CCN1
Energy above the lowest of the compared OMol25 structures with the same formula, charge and spin (kJ/mol): 26.6
Net charge: 0
HOMO-LUMO gap (eV): 10.34
E_HOMO (eV): -9.5
Strongest force on any atom (eV/Å): 0.6


[8]
Density functional theory data (the ωB97M-V functional and the def2-TZVPD basis) for a single C5H7NO molecule at a distorted geometry.

Positions of all 14 atoms, in Å:
N  -0.4228  1.8881  1.6663
C  0.1653  0.9974  1.2053
O  0.1174  1.8520  -0.8192
C  -0.3424  0.6575  -1.4192
C  0.2969  -0.5585  -0.7450
C  1.7237  -0.4618  -0.3234
C  0.6321  -0.2840  0.7065
H  -0.4260  2.1746  -0.0226
H  -0.0555  0.7121  -2.4727
H  -1.4339  0.5570  -1.3650
H  -0.0954  -1.5437  -1.0023
H  2.2991  0.4026  -0.6361
H  2.2898  -1.3874  -0.2376
H  0.4782  -1.0442  1.4616

Calculated values
SMILES string: N#C[C@@H]1C[C@@H]1CO
Energy above the lowest of the compared OMol25 structures with the same formula, charge and spin (kJ/mol): 222.3
Net charge: 0
HOMO-LUMO gap (eV): 10.85
E_HOMO (eV): -10.0
Strongest force on any atom (eV/Å): 2.5


[9]
Density functional theory data (the ωB97M-V functional and the def2-TZVPD basis) for a single C5H7NO molecule at a distorted geometry.

Positions of all 14 atoms, in Å:
C  -2.2650  0.3167  -0.1543
C  -0.9094  0.1121  -0.2567
C  -0.5705  -1.1401  0.4007
O  0.9078  -1.0986  0.5780
C  1.3078  0.0178  -0.0819
N  2.6568  0.2783  -0.0372
C  0.3030  0.7406  -0.6753
H  -1.5726  -1.1393  1.0343
H  -2.8813  0.8006  -0.8853
H  -2.7103  0.3851  0.8333
H  -0.7515  -2.0417  -0.1869
H  3.1645  -0.2050  0.6910
H  2.9180  1.2514  -0.1372
H  0.4027  1.7220  -1.1225

Calculated values
SMILES string: C=C1C=C(N)OC1
Energy above the lowest of the compared OMol25 structures with the same formula, charge and spin (kJ/mol): 325.2
Net charge: 0
HOMO-LUMO gap (eV): 8.06
E_HOMO (eV): -7.2
Strongest force on any atom (eV/Å): 2.6


[10]
Density functional theory data (the ωB97M-V functional and the def2-TZVPD basis) for a single C5H7NO molecule at a distorted geometry.

Positions of all 14 atoms, in Å:
C  2.4871  -0.0589  -0.0124
C  1.0141  0.3334  -0.0023
C  0.0073  -0.6382  -0.1339
C  -1.2323  -0.0332  0.0643
N  -2.5962  -0.4364  0.0444
C  -1.3403  1.2807  0.3780
O  0.6169  1.5394  0.1813
H  3.1463  0.7886  -0.2124
H  2.6706  -0.8373  -0.7662
H  2.7694  -0.4894  0.9568
H  0.1829  -1.6948  -0.2789
H  -2.9321  -0.8942  0.8759
H  -2.9224  -0.8354  -0.8197
H  -1.8712  1.9758  -0.2750

Calculated values
Energy above the lowest of the compared OMol25 structures with the same formula, charge and spin (kJ/mol): 341.4
Net charge: 0
HOMO-LUMO gap (eV): 9.15
E_HOMO (eV): -8.3
Strongest force on any atom (eV/Å): 2.9


[11]
Density functional theory data (the ωB97M-V functional and the def2-TZVPD basis) for a single C5H7NO molecule.

Positions of all 14 atoms, in Å:
O  0.8690  1.5005  2.5348
C  -0.1403  1.9428  1.6477
C  0.0390  1.3425  0.3165
C  0.1958  0.3880  -0.4116
C  0.0662  -1.0560  -0.4353
C  -0.0253  -1.9908  -1.5684
N  1.1760  -1.9559  -0.7374
H  0.9426  0.5401  2.4301
H  -1.1411  1.6010  1.9736
H  -0.1343  3.0324  1.6598
H  -0.4762  -1.3402  0.4649
H  0.0110  -1.6302  -2.5905
H  -0.6572  -2.8573  -1.3985
H  1.9142  -1.4369  -1.2072

Calculated values
SMILES string: OCC#C[C@H]1CN1
Energy above the lowest of the compared OMol25 structures with the same formula, charge and spin (kJ/mol): 407.8
Net charge: 0
HOMO-LUMO gap (eV): 10.14
E_HOMO (eV): -9.4
Strongest force on any atom (eV/Å): 0.8


[12]
Density functional theory data (the ωB97M-V functional and the def2-TZVPD basis) for 3 unconnected molecules or ions with the total composition C5H7NO at a distorted geometry.

Positions of all 14 atoms, in Å:
C  -0.8105  -1.1278  1.2242
N  -0.3812  -0.1015  1.7662
C  -0.3616  -0.8028  -0.9967
C  -1.4214  -0.0439  -1.2950
O  -1.1343  -2.2487  1.1544
H  -0.6534  0.2143  2.6835
H  0.7878  0.6529  1.0370
H  -0.3010  -1.8228  -1.3475
H  -2.3185  -0.4513  -1.7337
H  -1.4576  0.9950  -0.9992
C  1.5880  1.2228  0.3118
C  2.5223  1.7169  -0.2678
H  3.3584  2.0598  -0.8164
H  0.5832  -0.2629  -0.7208

Calculated values
SMILES string: N=C=O.C#C.C=C
Energy above the lowest of the compared OMol25 structures with the same formula, charge and spin (kJ/mol): 468.3
Net charge: 0
HOMO-LUMO gap (eV): 10.11
E_HOMO (eV): -10.0
Strongest force on any atom (eV/Å): 3.3